1.
{"formula": "C35H35N5O6Ti", "method": "ωB97M-V/def2-TZVPD", "total_charge": -2, "max_force_ev_per_a": 0.97, "s_squared": 2.025, "relative_energy_kcal_mol": 29.1, "orbital_gap_ev": [3.616, 6.578], "spin_multiplicity": 3, "e_tot_ev": -79718.9391, "e_lumo_ev": [4.48, 4.48], "elements": ["Ti", "C", "N", "C", "C", "C", "N", "C", "C", "C", "C", "C", "C", "C", "O", "C", "C", "C", "N", "C", "C", "C", "C", "C", "C", "C", "O", "H", "H", "H", "H", "H", "H", "H", "H", "H", "H", "H", "H", "H", "H", "H", "H", "H", "H", "H", "H", "H", "H", "H", "H", "H", "O", "C", "O", "C", "C", "C", "C", "C", "C", "C", "C", "C", "N", "H", "H", "H", "H", "H", "H", "O", "C", "C", "C", "C", "O", "N", "H", "H", "H", "H"], "coordinates": [[-0.6412, -0.9111, 0.3154], [0.1326, 3.0378, 2.3950], [-0.9074, 2.4643, 1.5760], [-2.0941, 2.2148, 2.3790], [-2.0217, 0.8606, 3.0953], [-2.8876, -0.2091, 2.4432], [-2.6555, -0.3735, 1.0078], [-3.6998, -0.4569, 0.2751], [-3.7620, -0.8025, -1.1258], [-4.9522, -0.5442, -1.8222], [-5.1133, -0.9038, -3.1398], [-4.0586, -1.5801, -3.7796], [-2.8957, -1.8777, -3.1190], [-2.6946, -1.4949, -1.7646], [-1.5945, -1.7663, -1.1716], [-1.2129, 3.1313, 0.3148], [1.1097, 3.9569, -0.5361], [1.6737, 2.6503, -1.0681], [1.7707, 1.7115, 0.0054], [2.8391, 1.0702, 0.2008], [3.0014, 0.1278, 1.3111], [4.2910, -0.2297, 1.6973], [4.5258, -1.0844, 2.7591], [3.4308, -1.6109, 3.4421], [2.1414, -1.2960, 3.0631], [1.8839, -0.4347, 1.9794], [0.6550, -0.2048, 1.6015], [-0.0854, 4.0803, 2.6969], [1.0889, 2.9829, 1.8882], [0.2224, 2.4337, 3.3003], [-2.9785, 2.2384, 1.7374], [-2.2298, 3.0311, 3.1136], [-2.3566, 0.9482, 4.1339], [-0.9824, 0.5302, 3.1060], [-3.9479, 0.0369, 2.6015], [-2.6802, -1.1766, 2.9059], [-4.6751, -0.2664, 0.7428], [-5.7553, -0.0357, -1.2953], [-6.0294, -0.6791, -3.6714], [-4.1657, -1.8674, -4.8206], [-2.0680, -2.3716, -3.6104], [-2.0634, 3.8227, 0.4869], [-2.6954, 1.7868, -0.2346], [1.7304, 4.2631, 0.3148], [1.2231, 4.7204, -1.3130], [2.6548, 2.8867, -1.5223], [1.0321, 2.2402, -1.8486], [3.7177, 1.2053, -0.4529], [5.1249, 0.1726, 1.1292], [5.5361, -1.3622, 3.0335], [3.5874, -2.3067, 4.2594], [1.2885, -1.7525, 3.5518], [-0.4076, -4.3250, 2.6060], [-0.2552, -3.4402, 1.7559], [-1.0874, -2.4579, 1.5848], [0.9446, -3.4031, 0.8820], [1.9752, -4.3079, 1.0859], [3.1449, -4.2176, 0.3629], [3.2632, -3.1861, -0.6221], [4.4195, -2.9921, -1.3856], [4.4964, -1.9984, -2.3553], [3.3855, -1.1920, -2.5841], [2.2288, -1.3486, -1.8363], [2.1444, -2.3170, -0.8216], [1.0119, -2.4000, -0.0577], [1.8253, -5.0569, 1.8528], [3.9740, -4.8965, 0.5313], [5.2695, -3.6444, -1.2037], [5.4043, -1.8682, -2.9352], [3.4126, -0.4321, -3.3586], [1.3545, -0.7427, -2.0443], [-0.2583, 4.0769, -0.1509], [-1.7708, 2.1292, -0.7154], [-2.1576, 2.8688, -2.0162], [-1.9170, 1.8233, -3.0854], [-0.9381, 0.8533, -2.4125], [-0.2664, 0.0726, -3.0936], [-0.9535, 0.9757, -1.0754], [-1.4970, 3.7271, -2.1557], [-3.1847, 3.2401, -1.9763], [-1.4997, 2.2040, -4.0181], [-2.8184, 1.2494, -3.3248]]}



2.
{"formula": "C39H44F11N3O18P", "method": "ωB97M-V/def2-TZVPD", "total_charge": 1, "max_force_ev_per_a": 6.40, "orbital_gap_ev": 6.648, "e_tot_ev": -121636.0129, "e_lumo_ev": -4.08, "elements": ["C", "P", "C", "N", "N", "C", "C", "C", "C", "N", "C", "C", "C", "C", "C", "C", "C", "C", "C", "C", "C", "C", "C", "C", "F", "F", "C", "F", "F", "F", "H", "H", "H", "H", "H", "H", "H", "H", "H", "H", "H", "H", "H", "H", "H", "H", "H", "H", "H", "H", "H", "H", "H", "H", "H", "H", "C", "C", "O", "C", "O", "O", "F", "H", "H", "H", "C", "C", "O", "C", "O", "O", "F", "H", "H", "H", "C", "C", "O", "C", "O", "O", "F", "H", "H", "H", "C", "C", "O", "C", "O", "O", "F", "H", "H", "H", "C", "C", "O", "C", "O", "O", "F", "H", "H", "H", "C", "C", "O", "C", "O", "O", "F", "H", "H", "H"], "coordinates": [[-1.6830, -2.0412, 1.5651], [-0.8402, -0.2983, 1.3453], [-0.8443, 0.4470, 3.1226], [-2.0467, 0.5788, 0.2908], [-2.6205, 1.6115, 0.9492], [-3.6018, 2.4505, 0.2244], [-3.9837, 2.0712, -1.3099], [-5.0768, 3.0407, -2.0982], [-6.6347, 2.5652, -1.9181], [-7.2268, 2.5182, -0.6731], [-3.2739, 0.7860, -2.0791], [-3.5769, 0.3811, -3.6334], [-4.3337, -1.0522, -3.8594], [-5.6592, -1.3031, -2.9301], [-7.1321, -1.4606, -3.7068], [-8.5218, -1.7697, -2.8346], [-8.4964, -1.9488, -1.1719], [-7.0532, -1.7619, -0.3976], [-5.6992, -1.4604, -1.2970], [-2.1866, 0.0005, -1.0776], [-1.3967, -1.2619, -1.7519], [-0.4571, -0.8399, -3.0700], [0.8904, -1.8236, -3.0813], [2.2748, -1.0223, -2.7169], [3.4039, -1.8138, -3.3314], [2.3625, 0.3335, -3.3766], [2.6151, -0.9304, -1.1109], [2.3619, 0.4338, -0.5652], [1.9045, -1.9660, -0.3266], [4.0991, -1.1862, -0.9838], [-1.8340, -2.3084, 2.7163], [-1.0174, -2.8670, 1.0306], [-2.7364, -2.0927, 1.0046], [-1.9284, 0.2367, 3.5697], [-0.7363, 1.6357, 3.1130], [-0.0617, -0.0520, 3.8458], [-4.1072, 3.3885, 0.7551], [-4.7475, 3.1957, -3.2248], [-4.9726, 4.1084, -1.5753], [-7.2342, 2.3149, -2.9150], [-6.4633, 2.8029, -0.0144], [-4.3067, 1.2178, -4.0672], [-2.6278, 0.3982, -4.3258], [-3.6484, -2.0012, -3.7650], [-4.7167, -1.0503, -4.9901], [-7.2310, -1.3755, -4.8932], [-9.5710, -1.9014, -3.3866], [-9.4477, -2.1993, -0.5298], [-6.8981, -1.8447, 0.7762], [-4.6671, -1.3479, -0.7283], [-0.6890, -1.8656, -1.0489], [-2.2373, -2.0326, -2.1059], [-0.1590, 0.3080, -2.9330], [-1.0039, -1.0438, -4.0879], [1.0164, -2.2128, -4.2021], [0.7179, -2.8033, -2.4349], [6.9844, -0.6343, -2.0801], [8.1534, 0.1858, -2.5075], [8.7360, -0.5818, -3.5362], [7.7025, -1.2773, -4.0883], [7.7550, -1.8367, -5.1710], [6.5961, -1.2653, -3.2839], [9.0515, 0.3048, -1.5041], [7.2496, -1.3967, -1.3400], [6.1720, -0.0229, -1.6782], [7.8898, 1.1769, -2.8918], [6.3239, -0.9870, 1.6843], [5.9960, -1.1764, 3.1259], [7.2579, -1.3392, 3.7324], [8.1205, -0.6298, 2.9518], [9.2444, -0.3034, 3.2956], [7.5697, -0.3213, 1.7381], [5.2838, -2.3101, 3.3136], [6.4419, -1.9350, 1.1486], [5.5775, -0.3807, 1.1641], [5.4746, -0.3285, 3.5827], [-4.1156, 0.1846, 7.8885], [-2.9466, 1.0047, 7.4612], [-2.3640, 0.2371, 6.4325], [-3.3975, -0.4584, 5.8803], [-3.3450, -1.0178, 4.7977], [-4.5039, -0.4464, 6.6848], [-2.0485, 1.1237, 8.4646], [-3.8504, -0.5778, 8.6287], [-4.9280, 0.7960, 8.2904], [-3.2102, 1.9958, 7.0769], [-6.8574, 5.7641, 3.6008], [-7.0617, 4.2913, 3.7044], [-7.0435, 3.8609, 2.3623], [-6.2403, 4.7513, 1.7152], [-5.7607, 4.5626, 0.6097], [-6.0307, 5.8795, 2.4600], [-8.2765, 4.0085, 4.2259], [-7.7910, 6.3103, 3.4291], [-6.3657, 6.1790, 4.4848], [-6.2824, 3.7687, 4.2692], [4.5272, 3.2197, 6.2975], [4.4377, 3.2278, 4.8097], [3.6810, 2.0747, 4.5189], [2.8752, 1.8966, 5.6032], [1.8928, 1.1737, 5.6145], [3.2978, 2.6335, 6.6755], [5.6611, 3.0861, 4.2522], [5.3526, 2.6032, 6.6689], [4.6261, 4.2259, 6.7137], [3.9386, 4.1100, 4.3948], [8.1426, -4.1031, -7.4305], [7.9383, -5.5759, -7.3269], [7.9565, -6.0063, -8.6690], [8.7597, -5.1159, -9.3160], [9.2393, -5.3046, -10.4216], [8.9693, -3.9877, -8.5712], [6.7235, -5.8587, -6.8053], [7.2090, -3.5569, -7.6021], [8.6343, -3.6882, -6.5465], [8.7176, -6.0985, -6.7620]]}



3.
{"formula": "C28H57F3N3O16SV", "method": "ωB97M-V/def2-TZVPD", "total_charge": 0, "max_force_ev_per_a": 6.04, "orbital_gap_ev": 2.984, "e_tot_ev": -111854.2554, "e_lumo_ev": -4.68, "elements": ["O", "V", "O", "C", "F", "F", "F", "S", "O", "O", "O", "C", "C", "O", "C", "O", "O", "H", "H", "H", "H", "C", "C", "O", "C", "O", "O", "H", "H", "H", "H", "C", "C", "C", "C", "C", "C", "N", "O", "C", "C", "C", "H", "H", "H", "H", "H", "H", "H", "H", "H", "H", "H", "H", "H", "H", "H", "H", "H", "H", "H", "C", "O", "C", "C", "N", "C", "C", "O", "C", "H", "H", "H", "H", "H", "H", "H", "H", "H", "H", "H", "H", "H", "H", "H", "C", "O", "C", "C", "N", "C", "C", "O", "C", "H", "H", "H", "H", "H", "H", "H", "H", "H", "H", "H", "H", "H", "H", "H"], "coordinates": [[0.5490, -1.3541, 0.1179], [0.8484, -0.3150, -1.0247], [0.4827, 1.1586, -0.6246], [6.9259, 2.7202, -0.8722], [6.4358, 3.2492, 0.2452], [6.2296, 3.2173, -1.8960], [8.2445, 2.9081, -1.0589], [6.6330, 0.8519, -0.8687], [7.1246, 0.4323, -2.1867], [7.3706, 0.3498, 0.2483], [5.1748, 0.6412, -0.7573], [-3.6405, -0.7963, 4.5651], [-3.2686, -1.0374, 6.0599], [-4.0277, -0.0101, 6.6340], [-4.2917, 0.9585, 5.7332], [-4.7248, 2.1351, 5.9700], [-3.8731, 0.5882, 4.5015], [-4.4436, -1.4469, 4.2190], [-2.8177, -0.9929, 3.8778], [-2.1973, -0.9558, 6.2439], [-3.6802, -1.9736, 6.4370], [6.5805, -5.9786, 1.3824], [5.7581, -5.6487, 0.1518], [6.6253, -5.8040, -0.8848], [7.8919, -5.6858, -0.3819], [8.8414, -5.5043, -1.0660], [7.8445, -5.5995, 0.9629], [6.4023, -7.0272, 1.6211], [6.4286, -5.3325, 2.2471], [5.2482, -4.6934, 0.2758], [4.9462, -6.3468, -0.0525], [-5.2019, 7.8077, 2.0349], [-3.8514, 8.6399, 1.8844], [-2.6370, 8.0061, 2.7427], [-1.9571, 6.8080, 1.9229], [-1.4874, 7.3393, 0.5164], [-2.6505, 7.8924, -0.3125], [-3.4483, 8.8962, 0.4632], [-4.4239, 9.5517, -0.3043], [-1.8373, 8.5797, -1.4686], [-3.3823, 6.6867, -0.9623], [-4.1608, 10.0487, 2.4772], [-5.2268, 7.7204, 3.1211], [-4.9975, 6.8139, 1.6366], [-6.1471, 8.1478, 1.6118], [-1.8241, 8.6961, 2.9692], [-3.0183, 7.5292, 3.6456], [-2.5336, 5.8851, 1.8596], [-1.1451, 6.5148, 2.5883], [-0.9682, 6.5309, 0.0016], [-0.7214, 8.1080, 0.6190], [-2.4629, 9.0138, -2.2485], [-1.3628, 9.4346, -0.9867], [-0.9724, 8.0203, -1.8253], [-2.6631, 6.1731, -1.6004], [-3.8704, 6.0327, -0.2397], [-4.1780, 7.0003, -1.6380], [-4.9299, 10.5510, 1.8904], [-3.2731, 10.6804, 2.4459], [-4.5109, 9.9759, 3.5069], [-5.1141, 8.8896, -0.3875], [-2.9491, -0.1841, -2.4027], [-1.8164, -0.6593, -3.0893], [-2.0844, -1.8414, -3.8475], [-0.9575, -2.3006, -4.6782], [0.2759, -2.4890, -3.8716], [1.4970, -2.3329, -4.5659], [1.7499, -0.9583, -5.2180], [1.2408, 0.0933, -4.3821], [1.1784, 1.2794, -5.1257], [-3.7359, 0.2059, -3.0484], [-2.6633, 0.6576, -1.7720], [-3.3666, -0.9042, -1.6989], [-2.8463, -1.6688, -4.6076], [-2.6249, -2.5126, -3.1801], [-0.9198, -1.5468, -5.4647], [-1.2140, -3.2017, -5.2352], [0.3662, -3.4754, -3.6746], [1.6373, -3.1853, -5.2306], [2.2686, -2.3467, -3.7962], [1.3091, -0.9586, -6.2149], [2.8154, -0.8247, -5.4047], [1.1219, 2.0490, -4.3559], [0.3256, 1.3178, -5.8035], [2.0289, 1.5505, -5.7512], [1.3161, -5.5749, 5.4466], [0.4696, -5.5045, 4.2820], [0.7700, -6.4060, 3.2224], [-0.3038, -6.5474, 2.1201], [0.3403, -7.0892, 0.9149], [-0.5789, -7.4636, -0.1803], [0.2404, -8.3750, -1.1354], [1.2545, -7.5400, -1.7150], [1.9847, -8.0703, -2.8492], [2.3490, -5.4631, 5.1170], [1.3768, -6.5781, 5.8685], [1.0857, -4.7942, 6.1716], [0.9583, -7.4155, 3.5878], [1.7073, -6.1134, 2.7491], [-0.6849, -5.5442, 1.9296], [-1.1832, -7.0250, 2.5522], [0.9789, -7.8407, 1.1328], [-0.9394, -6.6478, -0.8069], [-1.4429, -8.0232, 0.1780], [-0.4408, -8.7530, -1.8978], [0.7732, -9.1807, -0.6304], [2.7603, -7.3720, -3.1635], [1.2956, -8.2051, -3.6830], [2.6133, -8.9179, -2.5760]]}